The following is a DFT calculation (ωB97M-V/def2-TZVPD) of an isolated molecule of C6H9N.

As for the LUMO energy: 0.831 eV. Its energy above the lowest of the compared OMol25 structures with the same formula, charge and spin is 95.4 kJ/mol. The HOMO energy comes out at -11.05 eV. As for the SMILES: CC1(C#N)CCC1. For the maximum force, the calculation gives 0.0194 Eh/bohr. The HOMO-LUMO gap is 11.886 eV. Its molar mass is 95.1 g/mol. For the total energy, the calculation gives -7857.171 eV. The multiplicity is 1.

```
16
C6H9N, DFT ωB97M-V/def2-TZVPD
C 1.2458 1.2329 0.1877
H 1.8291 1.5216 -0.6927
H -0.7280 0.9322 -1.6048
H -2.2854 -1.1858 -0.1183
H 1.9279 1.1551 1.0407
H -0.5911 -0.8216 -1.8400
H -0.4065 -1.5003 1.4120
H 0.5198 2.0265 0.3969
N 2.1918 -2.0486 -0.5532
C 1.4792 -1.1651 -0.3285
C -0.6425 -0.0290 -1.0900
C -0.5202 -0.4763 1.0490
H -0.5265 0.1977 1.9104
C 0.5195 -0.0897 -0.0492
H -2.3422 0.5435 0.2467
C -1.6707 -0.2929 0.0332
```

=====

The following is a DFT calculation (ωB97M-V/def2-TZVPD) of a 2-piece molecular cluster, C3H6BClO3 overall.

As for the LUMO energy: -0.003 eV. Its energy above the lowest of the compared OMol25 structures with the same formula, charge and spin is 744.6 kJ/mol. The HOMO energy comes out at -8.14 eV. For the maximum force, the calculation gives 0.1034 Eh/bohr. The HOMO-LUMO gap is 8.142 eV. Its molar mass is 136.3 g/mol. For the total energy, the calculation gives -22544.034 eV. The multiplicity is 1.

```
14
C3H6BClO3, DFT ωB97M-V/def2-TZVPD
B -1.3379 -1.9105 0.0470
H -2.5855 -3.2812 0.8570
O -1.6879 -3.0997 0.4355
C 1.2660 0.4158 0.7570
Cl 0.2695 -0.3736 1.9309
H -1.2961 -0.9427 -1.9306
H 1.2547 2.3796 1.4821
H 0.4528 0.3501 -1.5596
H -0.2941 1.9142 0.5516
C -0.8189 -1.1517 -0.9911
H 2.0791 1.7127 -0.8283
O 1.3851 2.4093 -0.5443
C 0.8807 1.8983 0.6487
O 0.4324 -0.3205 -0.8560
```

=====

The following is a DFT calculation (ωB97M-V/def2-TZVPD) of a 8-piece molecular cluster, C33H53NO24 overall.

As for the LUMO energy: 0.375 eV. The HOMO energy comes out at -9.11 eV. As for the SMILES: C[C@@H]1COC(=O)O1.C[C@@H]1COC(=O)O1.C[C@@H]1COC(=O)O1.C[C@@H]1COC(=O)O1.C[C@@H]1COC(=O)O1.C[C@@H]1COC(=O)O1.C[C@@H]1COC(=O)O1.CCCNOC(=O)OC. For the maximum force, the calculation gives 0.1858 Eh/bohr. The HOMO-LUMO gap is 9.486 eV. Its molar mass is 847.8 g/mol. For the total energy, the calculation gives -85706.066 eV. The multiplicity is 1.

```
111
C33H53NO24, DFT ωB97M-V/def2-TZVPD
O 7.9177 4.2712 7.1118
O 6.5270 6.0251 6.6283
H 0.3313 3.6682 -1.1328
C -1.4727 -6.8534 1.4125
C -3.7854 -11.7070 0.8099
H -3.0915 -1.6783 0.1685
O 1.6784 -0.0549 1.4341
O 4.3498 1.8109 2.0759
H -2.6788 -4.7974 3.4485
H 2.0026 5.8570 -8.8762
C 6.1086 2.6808 3.2212
H 8.0135 3.6107 3.6181
H 1.1490 3.4094 -5.0404
O -1.1662 2.8193 -3.8524
H 0.6577 -3.5048 1.6590
H -1.7376 -4.1599 1.3186
C 7.6053 2.6099 3.4414
O -0.1381 -1.0589 2.7098
C -1.0830 -4.7356 1.9842
H -3.5503 2.6052 -0.7088
C 0.3622 -0.7102 1.4941
H 2.1509 0.7642 -0.5011
H 4.3700 2.8457 -10.0304
C -2.0692 2.6067 -2.8469
O -3.2243 2.2589 -3.0194
H 4.7404 7.9605 6.2018
O -6.9820 -1.3159 3.0667
C -8.3845 0.2278 -1.0755
C -3.6378 1.9665 0.2802
C 3.6737 2.7905 -6.9744
O -2.3595 -6.5656 2.4130
O 3.9562 3.6556 0.7772
H -0.2458 4.5565 -3.3022
O -0.4824 -1.0421 0.3051
H -2.6800 2.1438 0.9407
H -8.9716 1.0033 -0.5711
H 0.3579 1.9843 -1.7194
H -1.1813 0.6927 -0.3122
C 1.2261 3.1393 -3.9818
C 1.6808 1.1104 0.5325
C 7.6796 5.2991 6.5020
H -10.0160 -0.7651 0.8109
H 2.5464 5.1660 -10.4239
C -2.7665 -0.6104 -0.2288
C 0.0420 -3.8586 2.4929
C -4.0340 0.3935 0.0460
H 5.0518 7.1664 4.6673
O -1.4795 -7.8815 0.7581
O 3.0112 3.9353 -7.3238
H 8.1189 2.2157 2.5574
C -4.6519 -10.6698 0.1645
H 1.4306 2.0634 -3.9490
O -4.3600 -13.0165 -2.2777
C 6.7705 7.2661 5.9843
H -1.2392 -5.7414 3.9140
H -2.7186 -11.4566 0.7996
H -2.5951 -0.7488 -1.4013
H 4.2770 4.8272 -8.6543
H 1.3436 4.3232 -9.4198
C 7.7814 6.8911 4.9448
H -4.7538 0.3660 -0.9015
O 4.2039 2.1756 -8.0749
H 2.7551 2.2918 -9.5153
C -4.1969 -9.2482 0.4206
H 2.4346 1.9362 0.9495
H -0.3483 -2.9913 3.0349
C -0.0592 3.4767 -3.2553
C 3.6545 2.8344 -9.2032
H 5.2189 0.7481 3.6302
H 8.4280 7.7288 4.6680
H 7.3404 6.4642 4.0369
H -5.7042 -10.7856 0.4511
H -8.9486 -0.1287 -1.9433
O 5.7964 3.5392 2.1351
O -8.7009 -2.0324 1.7339
O -1.5021 2.8321 -1.6230
H -7.4658 -1.6743 -0.6573
O -7.2871 -0.4520 0.9680
C -7.6002 -1.2720 2.0174
H 6.1339 0.8089 2.1007
H -4.0906 -11.9277 1.8368
C 5.4903 7.8390 5.4129
C 3.3737 4.2053 -8.6692
H 0.7102 -4.4157 3.1590
O 8.5268 5.8777 5.5977
H -4.7776 -8.5457 -0.1868
O -3.9871 -12.8340 -0.0256
O -0.5738 -5.8357 1.2461
N -1.4523 -0.1115 0.3299
C -8.0548 -0.9115 -0.1337
H -9.7190 -2.2964 -0.0534
H 0.6469 1.6484 0.4247
H 2.0775 3.6704 -3.5443
C -1.8584 -5.4146 3.0710
O -4.5390 -10.9978 -1.2117
O 3.7745 2.3727 -5.8341
H -4.6614 -0.0009 0.9558
C -4.3019 -12.3442 -1.2630
H -4.5408 2.4466 0.8963
C -0.1092 2.9673 -1.8477
H 7.1908 7.9530 6.7289
H -7.4666 0.7112 -1.4267
C 5.5000 1.3835 2.7854
H 5.6685 8.8120 4.9440
C -9.2537 -1.5044 0.5404
C 4.6381 3.0564 1.5902
H 7.8481 1.9744 4.2991
H -3.1472 -9.1098 0.1384
H -4.3134 -8.9808 1.4757
C 2.2577 4.9270 -9.3953
H 5.6151 3.0795 4.1158
```

=====

The following is a DFT calculation (ωB97M-V/def2-TZVPD) of an isolated molecule of C4H5FO.

As for the LUMO energy: 0.433 eV. Its energy above the lowest of the compared OMol25 structures with the same formula, charge and spin is 225.1 kJ/mol. The HOMO energy comes out at -9.79 eV. As for the SMILES: O=C1CC[C@H]1F. For the maximum force, the calculation gives 0.1256 Eh/bohr. The HOMO-LUMO gap is 10.219 eV. Its molar mass is 88.1 g/mol. For the total energy, the calculation gives -8990.697 eV. The multiplicity is 1.

```
11
C4H5FO, DFT ωB97M-V/def2-TZVPD
F 1.9325 0.9151 -0.1701
H 1.3713 0.0467 1.3994
H -1.2385 -0.6386 1.2782
C 0.9526 0.2611 0.4177
H -2.1091 -0.2449 -0.3465
H 0.7627 -1.9764 -0.3048
C 0.2524 -0.8534 -0.5321
C -1.1477 -0.3027 0.1025
C -0.3523 1.0797 0.1578
O -0.5786 2.2663 -0.2789
H 0.1547 -0.5529 -1.7232
```

=====

The following is a DFT calculation (ωB97M-V/def2-TZVPD) of C16H44F6O14PS6 as an isolated structure.

As for the LUMO energy: 1.815 eV. Its energy above the lowest of the compared OMol25 structures with the same formula, charge and spin is 4560.5 kJ/mol. The HOMO energy comes out at -5.43 eV. For the maximum force, the calculation gives 0.2984 Eh/bohr. The HOMO-LUMO gap is 7.249 eV. Its molar mass is 797.9 g/mol. The net charge is -1. For the total energy, the calculation gives -136534.925 eV. The multiplicity is 1.

```
87
C16H44F6O14PS6, DFT ωB97M-V/def2-TZVPD
H -13.1330 -24.3900 -23.5655
H -16.4242 -16.1292 -23.6336
S -13.5827 -19.4323 -20.0526
O -13.1738 -20.8290 -22.5548
H -16.3751 -24.9733 -18.0607
S -11.4599 -23.8268 -17.5702
C -12.7850 -29.3390 -24.4661
H -16.3724 -27.0104 -20.2309
H -13.2457 -25.5848 -17.3951
H -15.0025 -21.6468 -23.3865
F -16.6314 -22.5757 -20.3748
O -12.5868 -18.3167 -19.7976
C -11.8863 -23.3023 -20.9881
O -13.5471 -27.0706 -20.8414
H -14.6696 -21.1630 -18.7933
H -10.7478 -24.0679 -26.6440
H -9.9283 -23.0366 -25.4428
C -12.0939 -24.4173 -20.0545
H -12.4671 -28.7066 -25.2950
H -11.8052 -21.1025 -20.3810
H -13.0404 -24.3298 -19.5209
C -14.7594 -25.3352 -22.5664
F -15.7439 -23.8151 -18.8077
H -12.2052 -25.5279 -15.8808
H -14.9668 -26.7791 -19.2651
H -15.0683 -24.6232 -21.8010
H -16.7390 -25.4919 -16.2844
H -15.5615 -22.3553 -21.7105
H -11.4962 -26.0805 -17.3859
C -13.8462 -20.4702 -18.6192
S -13.2272 -26.2087 -21.9588
H -12.9924 -21.1400 -18.5169
H -12.7123 -23.2060 -21.6928
H -11.8887 -21.8026 -26.4821
F -16.4033 -24.7621 -21.0183
H -14.1727 -19.7711 -17.8494
H -16.3379 -16.3464 -25.3870
O -12.5847 -22.8763 -17.4753
H -11.0535 -23.5875 -21.6309
H -15.9025 -18.9216 -25.1877
C -12.2574 -25.4237 -16.9646
O -12.0398 -21.8947 -24.4865
H -14.5720 -28.3621 -24.0813
C -16.2009 -25.6447 -17.2199
F -14.2701 -24.7640 -20.4837
C -16.0170 -16.7542 -24.4284
H -13.1695 -21.7166 -21.0237
O -16.7020 -19.6241 -20.9425
F -14.3254 -22.5667 -19.9997
C -15.3841 -21.5094 -22.3747
C -12.6686 -20.7517 -20.9462
C -13.6346 -28.4796 -23.5377
H -12.0232 -25.4011 -20.5183
H -15.5563 -28.4184 -19.5909
O -14.6119 -21.8552 -24.4834
H -14.4948 -21.0113 -21.9887
H -14.1534 -23.8961 -22.1977
H -12.9072 -23.0098 -25.9081
H -11.0121 -24.2214 -24.9403
S -16.8602 -27.3043 -17.7833
O -11.0546 -24.3805 -19.1192
H -11.9622 -29.9523 -24.0988
H -11.9110 -22.2640 -20.6575
C -16.3171 -18.3315 -24.3704
S -16.6298 -20.0372 -22.3547
O -10.1764 -23.6143 -16.8852
H -12.3739 -23.5819 -22.2582
C -11.9353 -22.5617 -25.7012
H -12.4024 -20.2054 -21.8510
H -15.1343 -25.7454 -17.0189
O -12.9118 -27.1971 -23.3126
C -10.8788 -23.4847 -25.7325
H -17.4061 -18.3426 -24.4154
H -13.4221 -30.1274 -24.8667
H -14.9288 -16.7230 -24.3741
H -14.3981 -24.6675 -23.3486
C -13.3063 -23.6120 -22.8220
O -15.7475 -18.9034 -23.1934
H -13.8097 -28.9411 -22.5658
C -15.8591 -27.3990 -19.3514
O -17.8118 -20.3658 -23.1806
O -12.2148 -25.2080 -21.7685
S -13.4811 -21.8545 -23.5576
O -16.2783 -28.3026 -16.8026
P -15.4293 -23.6163 -20.4322
H -15.4513 -26.1344 -22.8318
F -15.1906 -23.2582 -21.9836
```

=====

The following is a DFT calculation (ωB97M-V/def2-TZVPD) of an isolated molecule of C19H21NO7.

As for the LUMO energy: 0.192 eV. Its energy above the lowest of the compared OMol25 structures with the same formula, charge and spin is 2.6 kJ/mol. The HOMO energy comes out at -8.39 eV. As for the SMILES: CCOc1ncccc1C(=O)OCC(=O)c1cc(OC)c(OC)c(OC)c1. For the maximum force, the calculation gives 0.0164 Eh/bohr. The HOMO-LUMO gap is 8.577 eV. Its molar mass is 375.4 g/mol. For the total energy, the calculation gives -35864.854 eV. The multiplicity is 1.

```
48
C19H21NO7, DFT ωB97M-V/def2-TZVPD
H -1.1199 -1.7755 -0.5235
O 0.7444 1.8777 3.7019
H 0.8984 -0.3687 4.7450
H -1.3924 3.9038 2.0750
H 3.2789 -2.1501 0.9971
H -0.1660 -3.9597 2.6509
O 2.5960 -0.3964 0.3413
H -3.0850 -2.2663 0.8868
H -3.6009 -2.0299 -0.7894
H 3.2547 -2.0217 -0.7815
C -0.2034 3.5222 0.3261
H -0.0705 -1.8301 -2.9280
H -0.2850 2.6006 -4.3825
H 0.8812 -2.8804 4.6565
C -0.1385 -2.8840 2.7673
O -0.7904 1.9372 2.0649
H 1.0476 -1.3378 -4.2236
H 1.3950 -2.7906 -3.2527
H -0.8649 1.2020 -5.3209
C -3.1790 -1.5403 0.0839
C 1.2858 0.0604 -1.7001
C 1.7356 0.3546 -0.4004
C 2.7144 -1.7885 0.1373
H 1.7306 1.7182 1.2093
O -1.2636 -0.2109 0.8135
C 0.4276 0.9798 -2.3413
C 1.3143 1.5181 0.2358
C -0.7140 -0.8788 1.8250
O 1.7617 -1.0799 -2.2874
C -0.1412 -0.1650 2.9030
C -0.0109 2.1082 -1.6705
H -3.8458 -0.7431 0.4021
O -0.5090 4.5542 -0.2231
C -1.8103 -0.9678 -0.2590
C 0.4095 2.3731 -0.3690
O 0.0698 0.6975 -3.6326
C 0.4405 -2.2877 3.8720
H 1.7354 -2.2753 0.1217
C -0.5174 3.3040 1.8072
N -0.6945 -2.2041 1.7779
H -0.6913 2.8053 -2.1301
H -1.7359 1.7030 -3.8511
H 0.3350 3.6314 2.4191
H -1.8828 -0.2532 -1.0824
C -0.0141 1.3079 2.9526
C 0.9781 -1.7829 -3.2299
C -0.7505 1.6130 -4.3188
C 0.4426 -0.9036 3.9251
```